Here is a structure of composition C2H5N2O2 at a distorted geometry from OMol25. Energies are from ωB97M-V/def2-TZVPD.

## Properties
- Charge: -1
- LUMO level: 4.022 eV
- HOMO-LUMO gap: 7.45 eV

Last column: Mulliken charge in e.
Cartesian coordinates (Å):
C: -0.56 0.30 -0.60  -0.51
C: -0.03 -0.83 -0.94  -0.39
N: 0.35 -2.50 1.60  -0.55
N: -0.30 -2.42 2.49  0.84
O: 0.44 -1.53 3.92  -0.82
O: -1.43 -2.67 2.86  -0.69
H: -0.01 1.14 -0.19  0.20
H: 0.52 -0.70 3.46  0.24
H: -1.56 0.64 -0.85  0.23
H: -0.67 -1.54 -1.53  0.20
H: 0.98 -0.88 -0.63  0.26

Here is a structure of composition C23H26BrFIrN2O11P2 at a distorted geometry from OMol25. Energies are from ωB97M-V/def2-TZVPD.

## Properties
- LUMO level (alpha / beta): -0.265 / -2.319 eV
- HOMO-LUMO gap (alpha / beta): 7.76 / 5.70 eV
- Spin multiplicity: 2

Last column: Mulliken spin population.
Cartesian coordinates (Å):
Ir: -0.24 -0.05 -0.17  0.84
N: -2.95 -3.70 -2.08  0.00
C: -2.69 -2.85 -0.85  0.01
C: -3.59 -3.29 0.30  0.00
P: -3.06 -1.12 -1.42  0.01
O: -4.53 -0.78 -0.89  0.00
O: -3.04 -1.19 -2.90  0.00
O: -2.18 -0.15 -0.62  0.02
P: -0.88 -3.26 -0.44  0.01
O: -0.89 -3.85 0.99  0.00
O: -0.53 -4.25 -1.49  0.00
O: -0.03 -1.97 -0.43  0.04
H: -3.77 -4.29 -1.97  0.00
H: -2.06 -4.26 -2.19  0.00
H: -3.07 -3.04 -2.87  0.00
H: -4.65 -3.19 0.03  0.00
H: -3.40 -2.67 1.18  0.00
H: -3.38 -4.32 0.59  0.00
H: -4.51 -0.35 -0.03  0.00
H: -0.81 -3.14 1.73  0.00
Br: -0.49 2.37 0.07  0.02
C: -0.30 2.74 -1.80  0.01
C: -0.41 4.03 -2.22  0.00
C: -0.25 4.28 -3.60  0.00
C: 0.02 3.26 -4.46  0.00
C: 0.13 1.92 -4.00  0.00
C: 0.40 0.85 -4.89  0.00
C: 0.50 -0.42 -4.41  0.00
C: 0.34 -0.70 -3.04  0.00
C: 0.08 0.30 -2.13  -0.04
C: -0.02 1.63 -2.62  0.01
H: -0.62 4.83 -1.53  0.00
H: -0.33 5.30 -3.97  0.00
H: 0.14 3.45 -5.52  0.00
H: 0.52 1.06 -5.95  0.00
H: 0.71 -1.24 -5.08  0.00
H: 0.47 -1.72 -2.70  0.00
F: 1.48 0.18 0.60  0.08
O: -0.60 -2.21 2.94  0.00
C: -0.66 -0.97 2.94  0.00
O: -0.89 -0.23 1.94  0.00
C: -0.47 -0.28 4.26  0.00
C: -0.44 1.10 4.33  0.00
C: -0.25 1.77 5.54  0.00
C: -0.10 0.99 6.66  0.00
O: 0.09 1.39 7.95  0.00
C: 0.21 0.20 8.72  0.00
O: 0.05 -0.91 7.85  0.00
C: -0.13 -0.39 6.59  0.00
C: -0.31 -1.06 5.42  0.00
H: -0.56 1.66 3.41  0.00
H: -0.23 2.85 5.60  0.00
H: -0.58 0.19 9.48  0.00
H: 1.20 0.16 9.18  0.00
H: -0.33 -2.14 5.35  0.00
C: 5.06 2.08 -0.01  0.00
N: 4.56 0.81 -0.46  0.00
C: 4.98 -0.38 0.26  0.00
C: 3.56 0.72 -1.36  0.00
O: 3.00 -0.30 -1.70  0.00
H: 6.15 2.10 -0.05  0.00
H: 4.75 2.28 1.02  0.00
H: 4.68 2.87 -0.65  0.00
H: 6.07 -0.41 0.32  0.00
H: 4.62 -1.25 -0.27  0.00
H: 4.56 -0.39 1.27  0.00
H: 3.26 1.71 -1.76  0.00

Here is a structure of composition C26H16IN3O2Ru at a distorted geometry from OMol25. Energies are from ωB97M-V/def2-TZVPD.

## Properties
- Charge: +1
- LUMO level (alpha / beta): -3.408 / -5.711 eV
- HOMO-LUMO gap (alpha / beta): 5.01 / 5.55 eV
- Spin multiplicity: 6

Last column: Mulliken spin population.
Cartesian coordinates (Å):
Ru: -0.15 -1.26 -0.16  2.71
O: 5.97 2.10 -1.25  0.59
C: 5.39 1.76 -0.18  -0.09
O: 5.81 2.02 0.97  0.63
C: 4.13 1.04 -0.24  0.18
C: 3.40 0.89 -1.43  -0.02
C: 2.24 0.14 -1.44  0.20
N: 1.71 -0.31 -0.26  0.27
C: 2.47 -0.29 0.85  0.27
C: 3.69 0.38 0.88  -0.05
C: 1.79 -0.72 2.07  -0.04
C: 2.36 -0.71 3.36  0.02
C: 1.66 -1.25 4.41  0.02
C: 0.28 -1.53 4.24  0.05
C: -0.26 -1.28 3.03  0.02
N: 0.45 -1.06 1.91  0.00
C: 1.29 -0.14 -2.53  -0.05
C: 1.59 0.09 -3.87  0.01
C: 0.74 -0.40 -4.88  0.04
C: -0.45 -1.06 -4.46  0.02
C: -0.71 -1.21 -3.12  0.06
N: 0.12 -0.82 -2.15  -0.07
H: 3.76 1.28 -2.40  0.00
H: 4.30 0.25 1.76  -0.01
H: 3.37 -0.27 3.55  0.00
H: 2.10 -1.44 5.35  0.00
H: -0.33 -1.88 5.07  0.00
H: -1.39 -1.21 2.91  0.00
H: 2.51 0.54 -4.14  0.00
H: 0.91 -0.28 -6.00  0.00
H: -1.17 -1.54 -5.17  0.00
H: -1.65 -1.84 -2.88  0.01
I: -2.02 -3.04 0.13  0.10
C: -3.28 -1.30 0.49  0.00
C: -4.62 -1.51 0.58  0.01
C: -5.49 -0.37 0.75  -0.03
C: -4.93 0.90 0.84  0.03
C: -3.56 1.10 0.55  -0.02
C: -3.11 2.38 0.25  0.12
C: -1.76 2.61 -0.03  -0.05
C: -0.90 1.56 0.01  -0.03
C: -1.35 0.26 0.07  0.10
C: -2.71 0.01 0.39  -0.05
H: -5.01 -2.56 0.66  -0.01
H: -6.57 -0.46 0.61  0.00
H: -5.56 1.76 1.07  0.00
H: -3.71 3.26 0.25  0.00
H: -1.51 3.68 -0.30  0.00
H: 0.12 1.73 -0.11  0.01

Here is a structure of composition C28H34IrN6O at a distorted geometry from OMol25. Energies are from ωB97M-V/def2-TZVPD.

## Properties
- Charge: +3
- LUMO level: -8.338 eV
- HOMO-LUMO gap: 9.31 eV

Last column: Mulliken charge in e.
Cartesian coordinates (Å):
Ir: 0.27 -0.16 0.00  2.95
C: 3.17 0.20 0.68  -1.16
N: 1.84 0.71 1.15  -0.89
C: 1.65 0.24 2.53  -1.65
C: 1.28 -1.22 2.52  0.99
C: 1.60 -2.08 3.55  -1.02
C: 1.04 -3.35 3.59  -0.60
C: 0.16 -3.72 2.58  -0.87
C: -0.08 -2.83 1.55  -0.19
N: 0.49 -1.62 1.48  0.04
C: 1.72 2.18 1.00  -1.60
C: 1.22 2.56 -0.37  1.27
C: 1.49 3.79 -0.94  -0.93
C: 0.86 4.14 -2.13  -0.60
C: -0.02 3.24 -2.72  -0.95
C: -0.22 2.02 -2.11  -0.22
N: 0.39 1.68 -0.97  0.50
C: 3.12 -0.31 -0.72  0.86
C: 4.27 -0.59 -1.45  -1.07
C: 4.14 -1.07 -2.74  -0.45
C: 2.87 -1.20 -3.28  -0.92
C: 1.77 -0.90 -2.50  -0.15
N: 1.89 -0.50 -1.21  0.13
H: 3.47 -0.63 1.33  0.54
H: 3.92 0.98 0.79  0.60
H: 0.83 0.80 2.98  0.50
H: 2.54 0.42 3.15  0.50
H: 2.26 -1.74 4.34  0.57
H: 1.28 -4.03 4.39  0.48
H: -0.33 -4.68 2.59  0.51
H: -0.76 -3.10 0.75  0.64
H: 2.66 2.69 1.23  0.44
H: 0.98 2.53 1.73  0.45
H: 2.17 4.47 -0.45  0.57
H: 1.05 5.10 -2.58  0.48
H: -0.54 3.48 -3.63  0.54
H: -0.86 1.27 -2.56  0.43
H: 5.24 -0.42 -1.00  0.57
H: 5.02 -1.31 -3.32  0.47
H: 2.72 -1.53 -4.30  0.50
H: 0.78 -0.95 -2.90  0.48
C: -2.69 3.04 0.73  -0.89
N: -2.42 2.35 1.98  0.19
C: -2.99 2.97 3.19  -1.03
C: -1.81 1.18 2.03  0.59
C: -1.73 0.46 3.34  -1.60
O: -1.41 0.63 0.95  -0.41
H: -3.77 3.14 0.60  0.39
H: -2.28 2.48 -0.11  0.17
H: -2.26 4.04 0.76  0.40
H: -3.17 4.02 2.97  0.37
H: -2.30 2.91 4.03  0.38
H: -3.94 2.51 3.46  0.35
H: -2.73 0.34 3.76  0.58
H: -1.15 1.01 4.08  0.48
H: -1.30 -0.53 3.19  0.11
C: -3.34 -3.55 -3.97  -1.47
C: -2.52 -2.78 -2.99  0.77
C: -1.31 -3.27 -2.48  -1.19
C: -0.58 -2.52 -1.58  -0.47
N: -0.98 -1.31 -1.15  0.41
C: -2.15 -0.84 -1.62  -0.30
C: -2.93 -1.53 -2.52  -0.85
H: -2.81 -4.42 -4.35  0.39
H: -3.63 -2.91 -4.81  0.40
H: -4.26 -3.89 -3.49  0.34
H: -0.94 -4.24 -2.79  0.46
H: 0.36 -2.89 -1.20  0.86
H: -2.46 0.12 -1.21  0.30
H: -3.86 -1.09 -2.85  0.53

Here is an isolated molecule of C4H3NO3 at a distorted geometry from OMol25. Energies are from ωB97M-V/def2-TZVPD.

## Properties
- LUMO level: 0.345 eV
- HOMO-LUMO gap: 9.96 eV
- SMILES: O=COc1ncco1

Last column: Mulliken charge in e.
Cartesian coordinates (Å):
O: -2.54 0.92 0.56  -0.50
C: -2.39 -0.31 -0.01  0.21
O: -1.32 -0.98 -0.46  -0.23
C: -0.16 -0.30 -0.06  0.53
N: 0.87 -1.06 0.40  -0.48
C: 2.05 -0.29 0.27  -0.23
C: 1.54 0.90 -0.15  -0.14
O: 0.22 0.99 -0.39  -0.27
H: -3.14 -0.91 -0.42  0.38
H: 3.11 -0.87 0.52  0.29
H: 1.76 1.91 -0.25  0.44

Here is a cluster of 2 separate species, C3H9FOSi in total at a distorted geometry from OMol25. Energies are from ωB97M-V/def2-TZVPD.

## Properties
- LUMO level: 0.686 eV
- HOMO-LUMO gap: 8.11 eV

Last column: Mulliken charge in e.
Cartesian coordinates (Å):
C: -1.55 0.55 1.36  -1.22
C: -1.02 -0.28 -1.70  -1.39
C: 2.23 0.40 0.36  -0.63
O: 3.14 -0.57 0.09  -0.51
F: -0.46 -1.96 0.43  -0.28
Si: -0.56 -0.38 0.08  0.48
H: -2.04 1.34 0.98  0.44
H: -2.20 -0.03 1.82  0.41
H: -0.95 1.06 2.14  0.32
H: -1.98 -0.49 -1.99  0.47
H: -1.00 0.61 -2.21  0.49
H: -0.52 -0.86 -2.41  0.42
H: 2.21 1.30 -0.25  0.30
H: 2.05 0.69 1.33  0.34
H: 2.65 -1.38 -0.02  0.35

Here is a structure of composition C2H10N2O at a distorted geometry from OMol25. Energies are from ωB97M-V/def2-TZVPD.

## Properties
- LUMO level: 0.934 eV
- HOMO-LUMO gap: 10.25 eV

Last column: Mulliken charge in e.
Cartesian coordinates (Å):
C: -1.08 1.04 -0.34  -0.53
C: -1.14 -0.48 -0.33  -0.43
N: -1.00 -1.01 1.03  -0.70
N: 0.64 1.34 -0.08  -0.68
H: -1.37 1.35 -1.34  0.40
H: -1.77 1.58 0.32  0.31
H: -2.09 -0.84 -0.74  0.36
H: -0.36 -0.94 -0.96  0.33
H: -0.24 -0.58 1.56  0.29
H: -0.72 -1.98 0.93  0.26
H: -0.19 1.21 0.59  0.12
H: 0.76 2.20 -0.62  0.19
H: 3.04 -0.79 -0.04  0.30
H: 1.70 -0.01 -0.18  0.46
O: 2.13 -0.90 -0.28  -0.69

Here is a cluster of 2 separate species, C3H8NOS in total at a distorted geometry from OMol25. Energies are from ωB97M-V/def2-TZVPD.

## Properties
- Charge: +1
- LUMO level: -3.954 eV
- HOMO-LUMO gap: 9.83 eV

Last column: Mulliken charge in e.
Cartesian coordinates (Å):
C: -1.22 0.76 0.32  -0.42
C: -2.16 -0.50 0.26  -0.35
C: -0.21 -1.02 -0.58  0.11
N: 0.03 0.17 -0.06  0.11
O: -1.38 -1.39 -0.47  -0.25
S: 3.23 0.29 -0.01  -0.38
H: -1.43 1.50 -0.49  0.29
H: -1.13 1.32 1.29  0.34
H: -2.31 -0.85 1.32  0.28
H: -3.15 -0.34 -0.15  0.33
H: 0.58 -1.61 -0.98  0.39
H: 0.93 0.70 -0.10  0.14
H: 3.90 0.31 -1.05  0.17
H: 4.32 0.67 0.68  0.22

Number 1: energy -9226.158 eV. Number 2: energy -143957.661 eV. Number 3: energy -46457.853 eV. Number 4: energy -43394.072 eV. Number 5: energy -11825.346 eV. Number 6: energy -15897.666 eV. Number 7: energy -7260.491 eV. Number 8: energy -17605.843 eV.